Record 1
# C12H36O6

A cluster of 6 separate species, C12H36O6 in total (the ωB97M-V functional and the def2-TZVPD basis, the Open Molecules 2025 dataset).

- E_HOMO (eV) = -9.753
- electronic energy (eV) = -25311.1896
- SMILES = CCO.CCO.CCO.CCO.CCO.CCO

```
! RIJCOSX wB97M-V def2-TZVPD def2/J DEFGRID3
* xyz 0 1
C -12.355 23.824 -2.729
C -12.265 22.490 -2.034
O -13.523 22.190 -1.441
H -12.917 24.531 -2.120
H -12.866 23.724 -3.688
H -11.362 24.227 -2.937
H -11.465 22.428 -1.291
H -12.027 21.703 -2.768
H -13.370 21.507 -0.770
C -12.000 18.111 1.365
C -11.741 19.085 0.235
O -12.500 20.293 0.417
H -11.786 18.606 2.321
H -11.357 17.231 1.352
H -13.041 17.791 1.384
H -12.042 18.705 -0.740
H -10.671 19.316 0.166
H -12.111 20.749 1.171
C -15.379 20.032 3.018
C -14.384 21.163 2.995
O -14.635 22.156 3.979
H -15.358 19.509 3.977
H -15.140 19.293 2.247
H -16.395 20.380 2.830
H -14.384 21.590 1.981
H -13.373 20.790 3.160
H -15.333 22.750 3.692
C -12.215 21.684 -5.789
C -10.894 22.422 -5.728
O -9.879 21.648 -6.425
H -12.356 21.295 -6.798
H -13.048 22.343 -5.539
H -12.222 20.832 -5.110
H -10.571 22.509 -4.690
H -10.980 23.405 -6.192
H -9.453 22.197 -7.087
C -15.285 24.852 -4.619
C -14.281 24.865 -5.746
O -14.587 25.961 -6.599
H -15.555 25.880 -4.368
H -14.932 24.339 -3.729
H -16.215 24.422 -5.000
H -14.309 23.913 -6.291
H -13.251 24.959 -5.365
H -14.160 25.817 -7.448
C -16.884 21.513 -3.824
C -15.624 20.685 -4.080
O -14.987 20.256 -2.907
H -17.493 21.507 -4.735
H -16.638 22.549 -3.609
H -17.482 21.063 -3.034
H -14.932 21.258 -4.721
H -15.855 19.814 -4.706
H -14.372 20.947 -2.624
*
```

Atomic partial charges in e from the Löwdin method, atoms 1 to 4: atom 1 (C): -0.079, atom 2 (C): -0.306, atom 3 (O): -0.100, atom 4 (H): 0.087


Record 2
# C29H68N4O8PS

A cluster of 4 separate species, C29H68N4O8PS in total (the ωB97M-V functional and the def2-TZVPD basis, the Open Molecules 2025 dataset).

- E_HOMO (eV) = -10.932
- electronic energy (eV) = -73631.0753

```
! RIJCOSX wB97M-V def2-TZVPD def2/J DEFGRID3
* xyz 1 1
C 5.197 -2.643 -0.697
O 4.513 -2.003 -1.788
C 4.405 -0.604 -1.519
C 3.994 0.234 -2.784
C 2.545 -0.110 -3.306
C 1.652 1.191 -3.559
C 0.407 0.864 -4.479
C -0.465 -0.343 -3.897
C -1.991 0.031 -3.833
C -2.870 -1.108 -3.124
C -3.931 -0.529 -2.128
C -3.793 -0.769 -0.591
C -2.506 -1.445 -0.016
C -2.333 -2.997 -0.411
C -3.628 -3.662 -0.998
C -3.309 -5.224 -1.152
O -3.723 -5.742 -2.415
C -2.604 -6.094 -3.225
C -2.776 -1.518 1.574
N -1.628 -1.122 2.412
C -1.972 -1.503 3.802
C -2.112 -0.158 4.640
C -2.683 -0.110 6.098
N -1.774 0.950 4.079
C -0.380 -1.740 1.931
P 1.121 -1.461 3.034
O 2.517 -1.323 2.066
O 1.043 0.006 3.878
S 1.453 -2.978 4.223
C -0.048 -1.136 0.515
O 0.711 -2.141 -0.183
N -1.214 -0.766 -0.346
C -1.277 0.733 -0.446
N -1.772 1.401 0.754
H 5.407 -1.925 0.142
H 6.186 -3.067 -1.035
H 4.597 -3.498 -0.288
H 5.408 -0.226 -1.183
H 3.682 -0.471 -0.657
H 3.971 1.316 -2.464
H 4.699 0.097 -3.645
H 2.007 -0.664 -2.474
H 2.519 -0.791 -4.192
H 2.275 1.981 -4.065
H 1.264 1.558 -2.562
H 0.820 0.559 -5.484
H -0.205 1.783 -4.674
H -0.355 -1.180 -4.630
H -0.011 -0.644 -2.917
H -2.177 1.050 -3.383
H -2.333 0.135 -4.903
H -2.177 -1.902 -2.753
H -3.437 -1.580 -3.978
H -3.995 0.586 -2.305
H -4.944 -0.905 -2.453
H -3.892 0.227 -0.067
H -4.696 -1.337 -0.229
H -1.995 -3.611 0.471
H -1.516 -3.140 -1.181
H -4.453 -3.614 -0.231
H -3.950 -3.287 -1.998
H -2.199 -5.415 -1.057
H -3.775 -5.774 -0.285
H -2.008 -5.181 -3.513
H -2.941 -6.562 -4.190
H -1.911 -6.835 -2.743
H -3.614 -0.806 1.832
H -3.192 -2.545 1.814
H -2.998 -1.973 3.868
H -1.267 -2.230 4.277
H -1.897 -0.020 6.892
H -3.412 -0.936 6.330
H -3.290 0.839 6.168
H -1.919 1.725 4.735
H -0.486 -2.863 1.833
H 2.814 -0.396 2.085
H 1.909 0.440 3.781
H 0.680 -0.291 0.675
H 1.364 -1.711 -0.758
H -0.957 -1.086 -1.298
H -0.257 1.161 -0.668
H -1.916 1.082 -1.306
H -1.131 2.133 1.066
H -2.629 1.892 0.483
C 3.703 3.850 0.092
C 4.025 2.751 1.085
O 3.025 1.728 1.035
H 2.725 4.287 0.309
H 4.456 4.639 0.125
H 3.656 3.452 -0.926
H 4.050 3.149 2.098
H 4.999 2.303 0.868
H 3.015 1.376 0.139
C -3.987 5.268 -2.389
C -4.179 3.932 -1.701
O -3.160 3.723 -0.721
H -3.007 5.314 -2.869
H -4.757 5.433 -3.145
H -4.027 6.085 -1.664
H -4.117 3.117 -2.426
H -5.156 3.884 -1.210
H -3.223 4.438 -0.079
C 5.673 3.379 5.972
C 6.470 3.630 4.706
O 5.611 4.052 3.649
H 4.910 2.616 5.798
H 6.323 3.048 6.784
H 5.152 4.287 6.287
H 6.971 2.716 4.383
H 7.230 4.400 4.872
H 5.178 4.864 3.933
*
```

Atomic partial charges in e from the Löwdin method, atoms 1 to 4: atom 1 (C): -0.102, atom 2 (O): -0.199, atom 3 (C): -0.255, atom 4 (C): -0.146


Record 3
# C4H4Cl3O4PSn

A structure of composition C4H4Cl3O4PSn (the ωB97M-V functional and the def2-TZVPD basis, the Open Molecules 2025 dataset).

- E_HOMO (eV) = -15.846
- electronic energy (eV) = -65071.5249

```
! RIJCOSX wB97M-V def2-TZVPD def2/J DEFGRID3
* xyz 2 1
C -1.769 -0.628 1.369
C -0.655 0.210 1.918
Cl -0.977 1.069 3.353
C 0.507 0.267 1.289
Cl 1.829 1.526 2.080
O 1.063 -0.316 0.312
C 1.195 0.469 -0.950
O 2.126 1.181 -1.046
O 0.176 0.184 -1.676
P 0.335 -0.091 -3.450
O -0.117 -1.625 -3.364
Cl -1.434 0.734 -3.821
H -1.418 -1.259 0.555
H -2.558 0.026 0.995
H -2.169 -1.247 2.171
H 0.555 -2.236 -3.703
Sn 3.311 1.738 3.967
*
```

Atomic partial charges in e from the Löwdin method, atoms 1 to 4: atom 1 (C): -0.034, atom 2 (C): -0.687, atom 3 (Cl): 0.769, atom 4 (C): -0.504